w:
Computed, not measured: an isolated ion of composition C6H11N2 and charge +1, with ωB97M-V/def2-TZVPD.

Element x y z (Å)
C  1.06658  -1.66620  -0.38835
C  -0.03828  -0.85121  0.13070
C  0.19650  -0.02066  1.32334
C  0.01005  0.74195  0.06468
C  1.14101  1.66955  -0.47684
N  -1.36395  1.05952  -0.12152
C  -2.08814  -0.02473  -0.12694
N  -1.37133  -1.12230  -0.06990
H  1.90074  -0.91114  -0.60011
H  0.84892  -2.15554  -1.24754
H  1.44339  -2.36192  0.30904
H  -0.60257  -0.10634  2.09050
H  1.28349  0.21021  1.47198
H  1.36024  1.44869  -1.45394
H  2.07498  1.59873  0.14193
H  0.84860  2.65022  -0.46502
H  -1.78375  1.89868  0.01687
H  -3.20979  -0.08883  -0.27670
H  -1.71667  -1.96868  -0.32216

Values from the calculation:
- HOMO: -14.156 eV
- 2S+1: 1
- Molar mass: 111.17 g mol⁻¹
- Charge: +1
- SMILES string: C[C@@]12C[C@]1(C)[NH+]=CN2

List of Löwdin charges in e, atom by atom: C 0.03; C -0.39; C 0.00; C -0.30; C 0.04; N 0.18; C -0.04; N 0.18; H 0.13; H 0.06; H 0.09; H 0.16; H 0.15; H 0.06; H 0.12; H 0.06; H 0.14; H 0.20; H 0.15

---

x:
Computed, not measured: C6H11N2 as an isolated structure, with ωB97M-V/def2-TZVPD.

Element x y z (Å)
C  -0.98356  -0.85751  0.04019
C  -1.07134  0.41763  1.02344
C  1.27635  -0.33541  0.35813
C  -0.34129  -1.91077  -1.49208
C  0.42219  0.80493  0.93293
C  0.67980  2.11670  0.07208
N  0.24957  -1.20723  -0.22853
N  -1.62826  -1.58348  -0.88116
H  -1.86504  1.08371  0.77547
H  -1.20200  0.11489  2.08296
H  2.06100  0.03658  -0.30232
H  1.84503  -0.84039  1.11114
H  -0.12296  -1.11295  -2.19129
H  -0.08836  -2.95665  -1.75769
H  0.91017  1.21061  1.81041
H  0.17125  2.92257  0.58881
H  0.32930  1.85247  -0.92352
H  1.83086  2.35172  -0.08945
H  -2.47270  -2.10740  -0.92951

Values from the calculation:
- HOMO: -14.640 eV
- 2S+1: 1
- Molar mass: 111.17 g mol⁻¹
- Charge: +1

List of Löwdin charges in e, atom by atom: C -0.18; C 0.03; C -0.07; C 0.04; C -0.33; C -0.05; N 0.05; N 0.15; H 0.11; H 0.14; H 0.13; H 0.12; H 0.14; H 0.15; H 0.13; H 0.08; H 0.07; H 0.13; H 0.16

---

Stability summary - winner: w; margin: 0.0300 hartree.

---

w:
Computed, not measured: a 3-piece molecular cluster, C4H12O3 overall, with ωB97M-V/def2-TZVPD.

Element x y z (Å)
C  0.33021  1.15877  1.10811
C  0.15849  0.38760  -0.28081
C  -0.18376  -1.09546  -0.18956
C  0.20530  -2.06436  -1.37830
O  -0.06720  -3.27694  -1.43550
H  0.76605  2.20215  0.98294
H  -0.70944  1.26967  1.68409
H  0.83817  0.51916  1.75300
H  -0.61865  0.84817  -0.91375
H  1.21134  0.42637  -0.79936
H  0.21397  -1.70336  0.68655
H  -1.25562  -1.40443  -0.22045
H  0.37839  -1.48928  -2.43415
O  -0.62877  0.57132  -4.49667
H  -0.22619  1.35988  -4.06976
H  -0.91702  0.96206  -5.35922
O  0.30446  0.08904  4.96176
H  -0.13097  0.25226  5.83941
H  0.33125  0.98738  4.56167

Values from the calculation:
- HOMO: -9.444 eV
- 2S+1: 1
- Molar mass: 108.14 g mol⁻¹
- SMILES string: CCCC=O.O.O

List of Löwdin charges in e, atom by atom: C -0.11; C -0.26; C -0.20; C -0.24; O -0.01; H 0.08; H 0.11; H 0.02; H 0.10; H 0.13; H 0.13; H 0.12; H 0.15; O -0.10; H 0.04; H 0.05; O -0.10; H 0.06; H 0.04

---

x:
Computed, not measured: a 3-piece molecular cluster, C4H12O3 overall, with ωB97M-V/def2-TZVPD.

Element x y z (Å)
C  -1.87381  -0.56482  1.04447
C  -1.04146  -0.75952  -0.25031
C  0.28129  -0.03143  -0.30490
C  1.01430  -0.46981  -1.54103
O  1.89371  -1.26401  -1.58164
H  -2.40487  -1.45129  1.12442
H  -2.46966  0.38321  1.12615
H  -1.18651  -0.57603  1.84947
H  -1.57331  -0.46409  -1.09091
H  -0.80023  -1.94821  -0.31741
H  0.86160  -0.17305  0.67873
H  0.39040  1.14071  -0.48696
H  0.60629  0.08059  -2.37259
O  1.80936  -3.27646  -3.27813
H  2.36037  -3.65449  -2.56874
H  2.28883  -3.42771  -4.09442
O  -0.24394  5.12937  3.95448
H  0.61674  5.48126  3.60909
H  -0.52909  5.84579  4.50022

Values from the calculation:
- HOMO: -9.315 eV
- 2S+1: 1
- Molar mass: 108.14 g mol⁻¹
- SMILES string: CCCC=O.O.O

List of Löwdin charges in e, atom by atom: C -0.10; C -0.26; C -0.21; C -0.32; O 0.07; H 0.04; H 0.10; H 0.05; H 0.07; H 0.17; H 0.13; H 0.15; H 0.11; O -0.07; H 0.04; H 0.03; O -0.07; H 0.06; H 0.01

---

Stability summary - winner: x; margin: 0.0044 hartree.

---

w:
Computed, not measured: a 2-piece molecular cluster, C4H12O3 overall, with ωB97M-V/def2-TZVPD.

Element x y z (Å)
O  -1.36301  -0.93852  0.33281
C  -0.68667  -0.05108  -0.55221
C  0.79201  0.05664  -0.42578
C  1.30147  0.86667  0.78855
C  0.99770  0.45137  2.22123
O  1.75376  1.12174  3.23017
H  -1.07125  -1.86257  0.21139
H  -0.92565  -0.20975  -1.68462
H  -1.12862  1.01519  -0.47147
H  1.34528  -0.90427  -0.53088
H  1.18861  0.62723  -1.22914
H  0.68913  1.81575  0.69319
H  2.32178  1.11868  0.58058
H  1.07779  -0.75140  2.27593
H  -0.09963  0.56337  2.48272
H  1.68955  1.97722  2.84450
O  -2.56977  -1.25956  -3.56801
H  -3.28838  -1.77146  -4.10086
H  -2.02411  -1.86526  -3.09810

Values from the calculation:
- HOMO: -10.152 eV
- 2S+1: 1
- Molar mass: 108.14 g mol⁻¹
- SMILES string: OCCCCO.O

List of Löwdin charges in e, atom by atom: O -0.07; C -0.30; C -0.22; C -0.20; C -0.30; O -0.06; H 0.10; H 0.12; H 0.15; H 0.13; H 0.10; H 0.12; H 0.10; H 0.15; H 0.12; H 0.05; O -0.09; H 0.10; H -0.01

---

x:
Computed, not measured: a 2-piece molecular cluster, C4H12O3 overall, with ωB97M-V/def2-TZVPD.

Element x y z (Å)
C  0.21647  1.86192  1.07317
C  0.63990  0.40291  1.08326
C  1.30521  0.07711  -0.64454
O  -0.33643  -0.47134  1.36987
O  1.73058  0.21320  1.89050
H  -0.61421  2.00362  0.38671
H  1.05391  2.49421  0.79304
H  -0.10830  2.13257  2.07936
H  1.53690  -0.98850  -0.63478
H  2.25211  0.59872  -0.51929
H  1.01070  0.48331  -1.61839
H  -1.02284  -0.46880  0.54194
H  1.59767  -0.61969  2.36491
C  -1.75143  -1.59597  -1.44379
O  -1.49617  -0.34129  -0.82766
H  -2.67754  -1.99152  -1.02090
H  -1.87229  -1.47245  -2.52256
H  -0.93963  -2.30498  -1.25664
H  -0.52460  -0.01303  -1.09422

Values from the calculation:
- HOMO: -9.001 eV
- 2S+1: 1
- Molar mass: 108.14 g mol⁻¹
- SMILES string: CC(C)(O)O.CO

List of Löwdin charges in e, atom by atom: C -0.01; C -0.66; C -0.02; O -0.02; O 0.03; H 0.08; H 0.08; H 0.09; H 0.06; H 0.05; H 0.06; H 0.08; H 0.12; C -0.12; O -0.17; H 0.09; H 0.08; H 0.09; H 0.09

---

y:
Computed, not measured: a 3-piece molecular cluster, C4H12O3 overall, with ωB97M-V/def2-TZVPD.

Element x y z (Å)
C  0.81235  -2.05482  -0.08586
C  0.26996  -0.66005  -0.11135
C  0.58057  0.34874  0.69212
C  -0.28560  1.52996  0.95166
O  0.32795  2.78664  0.68909
H  0.23184  -2.72668  -0.70544
H  1.80138  -2.10530  -0.55147
H  0.89039  -2.44153  0.91853
H  -0.44171  -0.43428  -0.89943
H  1.44108  0.25843  1.33776
H  -0.63057  1.48312  1.98789
H  -1.24704  1.50239  0.42486
H  0.90235  3.01100  1.43009
O  -2.74413  -1.00029  1.19878
H  -1.85173  -1.19461  0.88654
H  -3.32069  -1.14971  0.44406
O  1.39956  0.73972  -2.75026
H  1.19107  1.02170  -3.64694
H  0.67297  1.08558  -2.21061

Values from the calculation:
- HOMO: -9.519 eV
- 2S+1: 1
- Molar mass: 108.14 g mol⁻¹
- SMILES string: C/C=C/CO.O.O

List of Löwdin charges in e, atom by atom: C -0.09; C -0.21; C -0.11; C -0.28; O -0.07; H 0.07; H 0.08; H 0.07; H 0.10; H 0.11; H 0.12; H 0.12; H 0.08; O -0.05; H 0.00; H 0.04; O -0.06; H 0.04; H 0.02

---

z:
Computed, not measured: a 3-piece molecular cluster, C4H12O3 overall, with ωB97M-V/def2-TZVPD.

Element x y z (Å)
C  1.36630  0.04189  0.66712
C  1.73988  -0.49925  -0.69663
C  2.76414  0.35633  -1.41120
C  0.56226  -0.73145  -1.59583
O  -0.59344  -0.68223  -1.25633
H  1.43638  1.12696  0.62175
H  1.97074  -0.35958  1.47764
H  0.33986  -0.10236  0.97819
H  2.25321  -1.46184  -0.54841
H  3.58929  0.63401  -0.75760
H  2.34183  1.29402  -1.80290
H  3.17178  -0.11901  -2.29859
H  0.83001  -0.92749  -2.63237
O  -3.63652  3.89512  2.72217
H  -4.08582  4.74820  2.77032
H  -2.71186  4.08404  2.52825
O  -1.39370  -2.86668  0.60173
H  -1.00646  -3.70645  0.32770
H  -1.05976  -2.22960  -0.05264

Values from the calculation:
- HOMO: -10.279 eV
- 2S+1: 1
- Molar mass: 108.14 g mol⁻¹
- SMILES string: CC(C)C=O.O.O

List of Löwdin charges in e, atom by atom: C -0.06; C -0.40; C -0.09; C -0.22; O 0.05; H 0.08; H 0.08; H 0.07; H 0.15; H 0.08; H 0.09; H 0.08; H 0.13; O -0.06; H 0.03; H 0.03; O -0.07; H 0.03; H -0.01

---

Stability summary - winner: z; margin: 0.0270 hartree.

---

w:
Computed, not measured: a 5-piece molecular cluster, C4H12O3 overall, with ωB97M-V/def2-TZVPD.

Element x y z (Å)
C  0.99567  -0.95009  1.50598
C  0.21320  0.02614  2.03965
C  -0.94725  0.51996  1.31450
C  -1.33063  1.77990  1.08600
H  0.71979  -1.45347  0.57131
H  1.84004  -1.22649  2.14403
H  0.55231  0.53664  2.89727
H  -1.45425  -0.29456  0.77107
H  -2.33219  2.17599  1.37957
H  1.95234  1.80026  -0.71256
H  0.65046  -1.08924  -1.54062
H  -0.44469  -2.57718  -1.22219
O  -0.03723  -1.88680  -0.70624
H  -1.15855  1.47419  -0.39072
H  -0.28158  0.40664  -1.57602
O  -0.76996  1.22016  -1.32500
H  2.38584  1.28676  -1.02030
H  0.60034  -0.34163  -2.96838
O  1.21154  -0.43768  -2.22247

Values from the calculation:
- HOMO: -8.709 eV
- 2S+1: 1
- Molar mass: 108.14 g mol⁻¹

List of Löwdin charges in e, atom by atom: C 0.15; C -0.12; C -0.08; C 0.29; H 0.00; H 0.09; H 0.09; H 0.17; H 0.13; H 0.02; H -0.05; H -0.01; O -0.32; H -0.04; H -0.01; O -0.12; H 0.03; H 0.02; O -0.22

---

x:
Computed, not measured: a 2-piece molecular cluster, C4H12O3 overall, with ωB97M-V/def2-TZVPD.

Element x y z (Å)
C  -2.25806  -0.27956  0.29326
C  -0.74765  -0.14304  0.17410
O  -0.37076  1.13356  0.70617
C  -0.17584  -0.39480  -1.19519
C  1.36475  -0.34187  -1.37786
O  1.84779  0.92871  -0.99037
H  -2.57454  -0.90530  1.15975
H  -2.79413  -0.45769  -0.60868
H  -2.60590  0.72736  0.67803
H  -0.29168  -0.85719  0.91973
H  -0.10968  1.73603  -0.04406
H  -0.46313  -1.39455  -1.61327
H  -0.61034  0.26146  -1.98125
H  2.01116  -1.05748  -0.86955
H  1.49327  -0.45377  -2.47696
H  1.96442  1.02339  -0.03634
O  1.74571  0.16461  2.18000
H  0.83250  0.42109  1.98178
H  1.74211  -0.11096  3.10070

Values from the calculation:
- HOMO: -9.968 eV
- 2S+1: 1
- Molar mass: 108.14 g mol⁻¹
- SMILES string: C[C@H](O)CCO.O

List of Löwdin charges in e, atom by atom: C -0.04; C -0.45; O -0.10; C -0.15; C -0.24; O -0.09; H 0.09; H 0.06; H 0.10; H 0.15; H 0.13; H 0.13; H 0.13; H 0.12; H 0.12; H 0.07; O -0.06; H 0.00; H 0.04

---

Stability summary - winner: x; margin: 0.3458 hartree.

---

w:
Computed, not measured: a 2-piece molecular cluster, C4H12O3 overall, with ωB97M-V/def2-TZVPD.

Element x y z (Å)
C  -1.81329  0.26628  -1.21529
C  -0.62522  0.03016  -0.27833
O  0.15937  1.23371  -0.20360
C  0.19696  -1.14889  -0.74520
C  1.27086  -1.62986  0.21571
O  2.58989  -1.15584  -0.17075
H  -1.77120  -0.38767  -2.08986
H  -1.69215  1.24963  -1.67752
H  -2.81875  0.45410  -0.83930
H  -0.88575  -0.20125  0.76316
H  0.87410  1.10796  -0.82669
H  -0.40214  -2.02951  -1.00836
H  0.53706  -0.91307  -1.76787
H  1.07112  -1.37190  1.25752
H  1.44794  -2.70245  0.17383
H  2.71468  -0.25671  0.07654
O  -0.41396  2.82341  2.78037
H  -0.46527  2.22279  3.52675
H  0.02574  2.40910  2.02889

Values from the calculation:
- HOMO: -10.571 eV
- 2S+1: 1
- Molar mass: 108.14 g mol⁻¹
- SMILES string: C[C@H](O)CCO.O

List of Löwdin charges in e, atom by atom: C -0.04; C -0.43; O -0.05; C -0.17; C -0.21; O -0.08; H 0.08; H 0.08; H 0.08; H 0.14; H 0.08; H 0.12; H 0.13; H 0.12; H 0.11; H 0.05; O -0.06; H 0.03; H 0.01

---

x:
Computed, not measured: a 2-piece molecular cluster, C4H12O3 overall, with ωB97M-V/def2-TZVPD.

Element x y z (Å)
O  1.05912  0.00859  2.03196
C  1.57945  -0.76730  0.92421
C  1.98986  0.05580  -0.28524
C  1.08877  1.11658  -0.86916
C  -0.34974  0.78119  -1.33018
O  -1.04443  0.30512  -0.12243
H  0.61182  0.76922  1.63984
H  2.47992  -1.20314  1.36448
H  0.91842  -1.60795  0.68258
H  2.45962  -0.73435  -0.87574
H  2.91189  0.55001  -0.02762
H  1.50643  1.56401  -1.78489
H  0.97753  1.98931  -0.22050
H  -0.12373  -0.12497  -1.91738
H  -1.08221  1.40127  -1.82952
H  -0.70680  -0.33199  0.50037
O  -5.03092  -1.36995  0.43647
H  -5.11598  -1.35395  1.39260
H  -4.12902  -1.04750  0.29017

Values from the calculation:
- HOMO: -10.236 eV
- 2S+1: 1
- Molar mass: 108.14 g mol⁻¹
- SMILES string: OCCCCO.O

List of Löwdin charges in e, atom by atom: O -0.08; C -0.26; C -0.19; C -0.20; C -0.18; O -0.12; H 0.06; H 0.12; H 0.11; H 0.12; H 0.11; H 0.12; H 0.11; H 0.11; H 0.12; H 0.04; O -0.06; H 0.03; H 0.03

---

Stability summary - winner: w; margin: 0.0255 hartree.